[1]
ORCA calculation (ωB97M-V/def2-TZVPD) on a molecular structure, C39H20BrN8NiO2.

**HOMO energy (spin up / spin down)**: -3.2 / -5.4 eV
**Electronic energy**: -6169.2856 Eh
**Net charge**: -1
**2S+1**: 3

Element x y z (Å)
Ni  -0.6245  -0.6661  -0.0429
C  -6.5945  -2.8608  -0.7332
C  -6.2383  -2.9639  -2.0803
C  -5.0614  -2.4192  -2.5562
C  -4.2380  -1.7626  -1.6533
C  -2.9204  -1.1967  -1.7616
N  -2.4696  -0.8408  -0.5239
C  -3.4818  -1.0458  0.3711
N  -3.5017  -0.6986  1.6448
C  -2.4004  -0.3520  2.2623
C  -2.3703  0.1293  3.6263
C  -3.3615  0.5048  4.5178
C  -2.9675  0.9328  5.7747
C  -1.6203  0.9828  6.1357
C  -0.6249  0.6035  5.2508
C  -1.0120  0.1886  3.9883
C  -0.2642  -0.2382  2.8271
N  1.0377  -0.3863  2.8395
C  1.6953  -0.7484  1.7512
N  1.2033  -0.9024  0.4898
C  2.2497  -1.1608  -0.3539
N  2.2420  -1.1370  -1.6738
C  1.1346  -0.9355  -2.3472
N  -0.1415  -0.9939  -1.8745
C  -0.9946  -0.8268  -2.9308
N  -2.2867  -1.0342  -2.9114
C  -0.2338  -0.5671  -4.1353
C  -0.5904  -0.2704  -5.4410
C  0.4249  -0.0530  -6.3576
C  1.7658  -0.1238  -5.9836
C  2.1314  -0.4219  -4.6823
C  1.1212  -0.6495  -3.7636
C  3.4644  -1.2745  0.4106
C  4.7783  -1.5597  0.0656
C  5.7171  -1.5942  1.0783
C  5.3713  -1.3133  2.4029
C  4.0734  -0.9891  2.7514
C  3.1137  -0.9956  1.7490
N  -1.1239  -0.5206  1.8056
C  -4.5954  -1.6664  -0.2919
C  -5.7825  -2.2106  0.1757
H  -7.5136  -3.3211  -0.3987
H  -6.8878  -3.5041  -2.7553
H  -4.7623  -2.5204  -3.5873
H  -4.4021  0.4523  4.2329
H  -3.7223  1.2292  6.4924
H  -1.3592  1.3225  7.1296
H  0.4195  0.6326  5.5202
H  -1.6265  -0.2024  -5.7342
H  0.1770  0.1712  -7.3872
H  2.5310  0.0549  -6.7264
H  3.1647  -0.4843  -4.3794
H  5.0503  -1.7443  -0.9632
H  6.7430  -1.8429  0.8429
H  6.1446  -1.3406  3.1583
H  3.7998  -0.7310  3.7632
H  -6.0316  -2.1504  1.2239
Br  5.8382  4.5545  0.4538
C  4.0369  3.9858  0.1907
C  3.0274  4.9313  0.1923
C  1.7169  4.5141  0.0334
C  1.4366  3.1654  -0.1335
C  2.4725  2.2427  -0.1705
C  3.7845  2.6430  -0.0080
C  -0.0344  2.6755  -0.2488
O  -0.8981  3.5395  -0.3164
O  -0.1296  1.4306  -0.2467
H  3.2657  5.9770  0.3228
H  0.9041  5.2271  0.0354
H  2.2393  1.2034  -0.3159
H  4.5916  1.9270  -0.0402

Löwdin population analysis, charges in e, atoms 1 to 5:
1 Ni 0.514
2 C -0.098
3 C -0.098
4 C -0.021
5 C -0.106

=====

[2]
ORCA calculation (ωB97M-V/def2-TZVPD) on 3 unconnected molecules or ions with the total composition C39H24BClN2O7S.

**HOMO energy**: -9.5 eV
**Electronic energy**: -3020.1429 Eh
**SMILES string**: CCB(O)N1C(=O)c2cc(Cl)c(N=C=S)cc2C1=O.O=C1c2ccccc2C(=O)c2ccccc21.O=C1c2ccccc2C(=O)c2ccccc21

Element x y z (Å)
C  1.9746  -3.2635  4.1304
C  1.5414  -2.3685  5.3147
B  1.0730  -0.9173  4.9296
O  1.7837  0.1923  5.3421
N  -0.1403  -0.6681  4.1343
C  -1.2726  -0.0657  4.8147
O  -1.3757  1.0879  5.1057
C  -2.2833  -1.1544  4.9707
C  -3.3902  -1.2330  5.7947
C  -4.1292  -2.4060  5.7527
Cl  -5.5029  -2.5711  6.7720
C  -3.7675  -3.4680  4.8950
N  -4.5507  -4.6490  4.8984
C  -4.0514  -5.7255  5.1528
S  -3.4910  -7.1398  5.4676
C  -2.6793  -3.3503  4.0416
C  -1.9431  -2.1846  4.1075
C  -0.7204  -1.7529  3.3828
O  -0.3111  -2.1264  2.3243
H  2.4647  -2.6975  3.3373
H  1.1134  -3.7440  3.6665
H  2.6408  -4.0575  4.4632
H  0.7675  -2.8985  5.8812
H  2.3899  -2.2579  5.9940
H  1.6029  0.4638  6.2473
H  -3.6678  -0.4196  6.4503
H  -2.4055  -4.1533  3.3699
C  2.6059  0.4550  1.4607
C  1.5811  -0.2141  0.8021
C  0.5702  0.5022  0.1854
C  0.5766  1.8900  0.2317
C  1.6015  2.5621  0.9036
C  2.6178  1.8389  1.5122
C  1.6179  4.0484  0.9934
O  2.5088  4.6381  1.5665
C  0.4941  4.7942  0.3523
C  0.4592  6.1786  0.4563
C  -0.5663  6.8911  -0.1413
C  -1.5589  6.2248  -0.8517
C  -1.5310  4.8449  -0.9554
C  -0.5094  4.1243  -0.3493
C  -0.5120  2.6378  -0.4512
O  -1.3759  2.0542  -1.0764
H  3.3962  -0.1063  1.9425
H  1.5662  -1.2935  0.7776
H  -0.2326  -0.0072  -0.3297
H  3.4072  2.3699  2.0255
H  1.2398  6.6838  1.0079
H  -0.5935  7.9694  -0.0560
H  -2.3561  6.7846  -1.3226
H  -2.2978  4.3136  -1.5018
C  -2.8942  0.3364  -5.1376
C  -2.2749  0.8599  -4.0075
C  -0.9082  0.7224  -3.8397
C  -0.1566  0.0511  -4.7951
C  -0.7802  -0.4896  -5.9225
C  -2.1504  -0.3367  -6.0928
C  -0.0035  -1.2449  -6.9451
O  -0.5392  -1.7085  -7.9295
C  1.4611  -1.4179  -6.7145
C  2.2030  -2.1574  -7.6273
C  3.5644  -2.3214  -7.4396
C  4.1932  -1.7423  -6.3425
C  3.4586  -1.0073  -5.4281
C  2.0901  -0.8473  -5.6067
C  1.3148  -0.0715  -4.5944
O  1.8663  0.4368  -3.6414
H  -3.9621  0.4506  -5.2709
H  -2.8516  1.3761  -3.2517
H  -0.4220  1.1272  -2.9662
H  -2.6205  -0.7521  -6.9733
H  1.7016  -2.5985  -8.4775
H  4.1399  -2.9007  -8.1496
H  5.2586  -1.8675  -6.2011
H  3.9328  -0.5534  -4.5691

Löwdin population analysis, charges in e, atoms 1 to 5:
1 C -0.094
2 C -0.120
3 B -0.515
4 O 0.158
5 N 0.198